No. 1
# C3H11N2O

A cluster of 2 separate species, C3H11N2O in total at a distorted geometry (wB97M-V/def2-TZVPD, OMol25).

Calculated values
HOMO = -0.552 hartree
Kohn-Sham gap = 11.24 eV
lowest unoccupied orbital energy = -3.78 eV

```
! wB97M-V def2-TZVPD RIJCOSX def2/J DEFGRID3
* xyz 1 1
H -0.22 1.47 2.82
H 2.31 1.08 -1.29
H -1.66 -0.06 -1.35
H -1.76 -2.27 -0.74
H -1.06 -0.83 1.06
H 0.13 -0.04 -1.15
O 2.00 0.53 -0.51
H -0.09 -2.48 -0.34
C -0.82 -0.45 -0.87
N -0.72 -0.09 0.50
H 2.69 0.44 0.15
C -0.75 -1.87 -0.87
C -0.35 1.09 0.79
H -0.41 -2.15 -1.97
N 0.22 1.52 1.92
H 0.79 2.35 1.84
H -0.31 1.77 0.01
*
```

Here are the natural (NBO) charges for atoms 1 to 5, given in e: atom 1 (H): 0.428, atom 2 (H): 0.503, atom 3 (H): 0.223, atom 4 (H): 0.225, atom 5 (H): 0.432

=====

No. 2
# C3H11N2O

A cluster of 2 separate species, C3H11N2O in total at a distorted geometry (wB97M-V/def2-TZVPD, OMol25).

Calculated values
HOMO = -0.463 hartree
Kohn-Sham gap = 9.26 eV
lowest unoccupied orbital energy = -3.33 eV

```
! wB97M-V def2-TZVPD RIJCOSX def2/J DEFGRID3
* xyz 1 1
H 1.54 0.35 2.65
O -2.08 -0.33 -1.36
H -0.09 -0.26 2.76
H -0.32 -0.55 -1.72
N -0.45 1.28 0.67
H -0.95 1.52 1.51
N 0.62 -0.07 -1.70
H -2.23 -0.90 -0.58
H 0.49 0.91 -1.96
C 1.05 -0.31 -0.32
H -0.75 1.61 -0.23
H 1.90 -0.96 -0.23
H 1.47 -1.07 2.02
C 0.53 0.36 0.76
H 1.18 -0.53 -2.41
H -2.67 -0.83 -1.94
C 0.78 -0.22 2.11
*
```

Here are the natural (NBO) charges for atoms 1 to 5, given in e: atom 1 (H): 0.254, atom 2 (O): -0.953, atom 3 (H): 0.246, atom 4 (H): 0.474, atom 5 (N): -0.781

=====

No. 3
# C3H11N2O

A cluster of 2 separate species, C3H11N2O in total at a distorted geometry (wB97M-V/def2-TZVPD, OMol25).

Calculated values
HOMO = -0.519 hartree
Kohn-Sham gap = 10.94 eV
lowest unoccupied orbital energy = -3.19 eV

```
! wB97M-V def2-TZVPD RIJCOSX def2/J DEFGRID3
* xyz 1 1
H -2.62 -0.09 2.51
C 0.12 -1.76 1.40
H 0.53 1.06 -0.40
C -0.82 -0.64 1.34
H -0.35 -2.64 0.80
H 1.80 1.93 -1.06
C 0.38 1.49 -2.54
H 1.04 1.47 -3.39
H -1.46 -1.38 3.08
H -0.15 2.48 -2.48
H 0.41 -2.03 2.43
N -1.67 -0.55 2.46
O -0.70 0.26 0.47
H -0.43 0.71 -2.74
H 1.15 -1.73 0.86
H 1.65 0.30 -1.48
N 1.13 1.13 -1.26
*
```

Here are the natural (NBO) charges for atoms 1 to 5, given in e: atom 1 (H): 0.441, atom 2 (C): -0.747, atom 3 (H): 0.492, atom 4 (C): 0.700, atom 5 (H): 0.269

=====

No. 4
# C3H11N2O

A cluster of 2 separate species, C3H11N2O in total at a distorted geometry (wB97M-V/def2-TZVPD, OMol25).

Calculated values
HOMO = -0.532 hartree
Kohn-Sham gap = 11.47 eV
lowest unoccupied orbital energy = -3.00 eV

```
! wB97M-V def2-TZVPD RIJCOSX def2/J DEFGRID3
* xyz 1 1
H 2.51 0.86 0.98
H -0.48 -2.99 -0.81
H 2.08 2.49 0.70
H -2.19 -1.21 0.85
H 0.16 2.28 -1.59
H -0.15 -2.30 0.76
C -0.13 2.16 -0.53
H -0.09 3.17 -0.13
N 2.04 1.53 0.40
H -0.14 -1.33 -0.54
H -2.53 -1.73 -0.79
H -2.52 -2.96 0.44
C -2.05 -2.02 0.14
N -0.62 -2.24 -0.14
H -1.15 1.80 -0.50
O 0.45 -0.04 0.19
C 0.77 1.14 0.05
*
```

Here are the natural (NBO) charges for atoms 1 to 5, given in e: atom 1 (H): 0.408, atom 2 (H): 0.434, atom 3 (H): 0.403, atom 4 (H): 0.241, atom 5 (H): 0.268

=====

No. 5
# C3H11N2O

A cluster of 2 separate species, C3H11N2O in total at a distorted geometry (wB97M-V/def2-TZVPD, OMol25).

Calculated values
HOMO = -0.544 hartree
Kohn-Sham gap = 11.46 eV
lowest unoccupied orbital energy = -3.34 eV

```
! wB97M-V def2-TZVPD RIJCOSX def2/J DEFGRID3
* xyz 1 1
H -1.72 -0.52 2.01
H -0.31 -2.94 -0.04
H 2.00 1.43 -2.05
H -0.44 0.17 -1.93
H -0.08 -0.77 0.29
H -0.27 1.68 -1.42
C -0.87 1.01 0.88
H -1.17 2.03 0.74
H 1.97 -0.35 -1.93
C 0.22 0.74 -1.27
H -1.84 0.86 2.75
O 0.13 -2.39 0.61
C 1.72 0.57 -1.44
N -0.27 0.23 0.06
H 0.27 -2.85 1.44
H 2.31 0.62 -0.52
N -1.67 0.47 1.83
*
```

Here are the natural (NBO) charges for atoms 1 to 5, given in e: atom 1 (H): 0.404, atom 2 (H): 0.509, atom 3 (H): 0.245, atom 4 (H): 0.222, atom 5 (H): 0.456

=====

No. 6
# C3H11N2O

A cluster of 2 separate species, C3H11N2O in total (wB97M-V/def2-TZVPD, OMol25).

Calculated values
HOMO = -0.545 hartree
Kohn-Sham gap = 11.59 eV
lowest unoccupied orbital energy = -3.23 eV

```
! wB97M-V def2-TZVPD RIJCOSX def2/J DEFGRID3
* xyz 1 1
H 0.32 1.98 0.50
H -0.65 -0.60 3.20
H -0.36 1.18 -2.27
N 0.18 0.03 -0.06
C 0.04 1.30 -0.29
H 0.03 -0.57 -0.87
H 0.40 -2.47 -2.43
H 0.35 -1.64 1.15
N -0.28 1.78 -1.47
H -0.57 2.74 -1.58
H 1.32 -0.27 1.69
H -0.90 0.92 2.25
H 1.58 -1.57 -2.80
C 0.34 -0.55 1.29
O 0.72 -1.56 -2.36
C -0.80 -0.16 2.22
H -1.73 -0.55 1.83
*
```

Here are the natural (NBO) charges for atoms 1 to 5, given in e: atom 1 (H): 0.224, atom 2 (H): 0.247, atom 3 (H): 0.427, atom 4 (N): -0.506, atom 5 (C): 0.394

=====

No. 7
# C3H11N2O

A cluster of 2 separate species, C3H11N2O in total at a distorted geometry (wB97M-V/def2-TZVPD, OMol25).

Calculated values
HOMO = -0.491 hartree
Kohn-Sham gap = 10.22 eV
lowest unoccupied orbital energy = -3.13 eV

```
! wB97M-V def2-TZVPD RIJCOSX def2/J DEFGRID3
* xyz 1 1
H 0.08 -0.28 -4.28
H -0.05 -0.20 -1.89
H 1.34 -0.88 2.70
H -0.27 -1.74 2.56
C 0.11 -0.65 2.45
H -2.03 1.01 1.70
N -1.13 1.21 1.28
H -0.88 2.21 1.55
C 0.48 -0.23 0.03
N 0.16 0.54 -1.20
H -0.20 -0.10 3.39
H -0.76 1.04 -0.93
H 1.04 0.98 -1.50
H 0.69 -1.45 -3.70
O 0.21 -0.66 -3.39
H 1.34 -0.98 0.01
C -0.13 0.19 1.22
*
```

Here are the natural (NBO) charges for atoms 1 to 5, given in e: atom 1 (H): 0.509, atom 2 (H): 0.470, atom 3 (H): 0.250, atom 4 (H): 0.270, atom 5 (C): -0.711

=====

No. 8
# C3H11N2O

A cluster of 2 separate species, C3H11N2O in total at a distorted geometry (wB97M-V/def2-TZVPD, OMol25).

Calculated values
HOMO = -0.454 hartree
Kohn-Sham gap = 9.00 eV
lowest unoccupied orbital energy = -3.36 eV

```
! wB97M-V def2-TZVPD RIJCOSX def2/J DEFGRID3
* xyz 1 1
H -1.35 -0.16 -1.09
H 2.07 -0.91 -0.36
H -1.27 1.68 0.58
C 0.42 0.41 -0.06
H -0.39 0.69 1.89
H 2.84 2.08 -0.34
C -0.21 1.31 1.01
H -3.30 -2.21 1.11
H -3.32 -1.88 -0.32
H 3.58 0.59 -0.71
H -0.81 -1.46 0.03
H 0.41 2.11 1.29
N -0.53 -0.60 -0.71
H -0.06 -0.95 -1.51
O -2.56 -2.09 0.42
C 1.71 0.24 -0.46
N 2.79 1.16 -0.75
*
```

Here are the natural (NBO) charges for atoms 1 to 5, given in e: atom 1 (H): 0.435, atom 2 (H): 0.219, atom 3 (H): 0.215, atom 4 (C): 0.004, atom 5 (H): 0.237

=====

No. 9
# C3H11N2O

A cluster of 2 separate species, C3H11N2O in total (wB97M-V/def2-TZVPD, OMol25).

Calculated values
HOMO = -0.551 hartree
Kohn-Sham gap = 12.00 eV
lowest unoccupied orbital energy = -2.98 eV

```
! wB97M-V def2-TZVPD RIJCOSX def2/J DEFGRID3
* xyz 1 1
H 0.89 1.38 -1.54
H -0.71 0.77 -1.73
H -2.86 -0.52 0.81
H 2.20 0.90 0.44
O -0.93 -0.02 0.68
H 0.30 -2.18 -0.07
H -2.56 0.93 -0.17
H 1.36 0.21 1.85
N 0.09 0.92 -1.13
C -2.21 -0.07 0.06
N 1.03 -1.48 -0.18
H 1.43 -1.58 -1.11
H 1.76 -1.68 0.50
C 0.15 0.40 0.09
H -2.22 -0.70 -0.84
C 1.26 0.86 0.99
H 1.02 1.86 1.35
*
```

Here are the natural (NBO) charges for atoms 1 to 5, given in e: atom 1 (H): 0.429, atom 2 (H): 0.421, atom 3 (H): 0.240, atom 4 (H): 0.237, atom 5 (O): -0.469

=====

No. 10
# C3H11N2O

A cluster of 2 separate species, C3H11N2O in total at a distorted geometry (wB97M-V/def2-TZVPD, OMol25).

Calculated values
HOMO = -0.548 hartree
Kohn-Sham gap = 10.76 eV
lowest unoccupied orbital energy = -4.16 eV

```
! wB97M-V def2-TZVPD RIJCOSX def2/J DEFGRID3
* xyz 1 1
H 1.52 -0.95 -2.22
H -1.54 -1.55 -1.21
H -2.06 -0.29 0.85
C -1.64 -0.45 -1.35
H 2.29 0.97 1.26
H -1.63 1.37 -0.10
H 0.76 -0.68 0.15
C -1.44 0.16 0.04
N 1.59 1.04 1.98
H 1.83 0.82 2.94
O 1.80 -0.97 -1.27
H -2.76 -0.22 -1.58
N -0.03 -0.06 0.64
H 2.67 -1.22 -1.43
H -0.52 1.34 1.95
H -1.08 -0.14 -2.27
C 0.26 0.82 1.61
*
```

Here are the natural (NBO) charges for atoms 1 to 5, given in e: atom 1 (H): 0.498, atom 2 (H): 0.226, atom 3 (H): 0.235, atom 4 (C): -0.656, atom 5 (H): 0.421

=====

No. 11
# C3H11N2O

A cluster of 2 separate species, C3H11N2O in total at a distorted geometry (wB97M-V/def2-TZVPD, OMol25).

Calculated values
HOMO = -0.459 hartree
Kohn-Sham gap = 4.78 eV
lowest unoccupied orbital energy = -7.70 eV

```
! wB97M-V def2-TZVPD RIJCOSX def2/J DEFGRID3
* xyz 1 1
H 0.22 -0.43 -1.35
N 1.98 -3.04 2.41
H -0.03 2.14 -0.19
H -0.69 -1.51 -0.29
H -2.31 0.32 0.23
H -1.17 1.76 -2.86
H 2.74 -3.11 3.06
H 1.35 -3.80 2.21
H -1.73 2.62 -0.38
C -1.37 0.52 -0.27
N -0.57 1.96 -2.07
H 0.27 -0.02 1.45
O 0.67 -0.16 0.57
C -0.98 1.89 -0.70
H 0.30 2.42 -2.26
H 2.40 -2.83 1.51
C -0.33 -0.49 -0.41
*
```

Here are the natural (NBO) charges for atoms 1 to 5, given in e: atom 1 (H): 0.265, atom 2 (N): -1.103, atom 3 (H): 0.322, atom 4 (H): 0.220, atom 5 (H): 0.234

=====

No. 12
# C3H11N2O

A cluster of 2 separate species, C3H11N2O in total at a distorted geometry (wB97M-V/def2-TZVPD, OMol25).

Calculated values
HOMO (alpha / beta) = -0.646 / -0.646 hartree
Kohn-Sham gap (alpha / beta) = 7.08 / 2.56 eV
lowest unoccupied orbital energy (alpha / beta) = -10.51 / -15.02 eV
⟨S²⟩ = 0.79

```
! wB97M-V def2-TZVPD RIJCOSX def2/J DEFGRID3
* xyz 2 2
O 3.01 1.26 1.13
N -0.52 -1.06 2.28
H -0.43 -0.47 3.08
H 1.06 -0.10 -1.63
H -1.48 0.68 1.37
H -1.52 1.07 -0.99
H 3.25 1.95 1.76
C -1.02 -0.31 1.17
H -2.09 -0.44 -1.71
H 0.01 -0.75 -2.93
C -1.21 0.04 -1.24
H 2.89 1.83 0.28
H 0.24 1.01 -2.64
H -0.80 -1.83 -0.12
H -0.56 -2.11 2.32
C 0.11 0.07 -2.16
N -0.96 -0.84 0.02
*
```

Here are the natural (NBO) charges for atoms 1 to 5, given in e: atom 1 (O): -0.958, atom 2 (N): -0.318, atom 3 (H): 0.465, atom 4 (H): 0.255, atom 5 (H): 0.303

=====

No. 13
# C3H11N2O2

A cluster of 2 separate species, C3H11N2O2 in total at a distorted geometry (wB97M-V/def2-TZVPD, OMol25).

Calculated values
HOMO = -0.535 hartree
Kohn-Sham gap = 11.67 eV
lowest unoccupied orbital energy = -2.88 eV

```
! wB97M-V def2-TZVPD RIJCOSX def2/J DEFGRID3
* xyz 1 1
H 0.76 -1.34 0.08
C 0.28 -0.53 0.65
C 1.31 0.42 1.31
H 0.16 -1.54 -3.77
H -2.28 1.48 -0.36
H 2.80 0.68 2.58
H 1.86 -0.88 2.71
N -0.42 0.29 -0.35
O 1.36 1.56 0.87
H -1.74 0.87 1.29
O -0.48 -0.95 -3.33
H 0.10 1.15 -0.60
H -0.35 -0.91 1.46
N 2.12 0.00 2.28
H -0.87 -0.62 -4.15
C -1.78 0.71 0.20
H -0.61 -0.12 -1.27
H -2.24 -0.27 0.38
*
```

Here are the natural (NBO) charges for atoms 1 to 5, given in e: atom 1 (H): 0.260, atom 2 (C): -0.332, atom 3 (C): 0.652, atom 4 (H): 0.489, atom 5 (H): 0.255

=====

No. 14
# C3H11N2O2

A cluster of 2 separate species, C3H11N2O2 in total at a distorted geometry (wB97M-V/def2-TZVPD, OMol25).

Calculated values
HOMO = -0.473 hartree
Kohn-Sham gap = 8.72 eV
lowest unoccupied orbital energy = -4.15 eV

```
! wB97M-V def2-TZVPD RIJCOSX def2/J DEFGRID3
* xyz 1 1
C 1.19 -0.14 0.66
H 2.11 0.44 0.58
N 0.95 -1.00 -0.51
H -0.21 1.34 -0.01
H -0.95 0.10 1.07
H 1.29 -0.81 1.53
C -0.07 0.70 0.86
C -1.81 -1.08 -2.67
N 0.09 1.61 2.07
O -1.14 -0.14 -1.97
H -1.43 -2.09 -2.45
H 1.75 -1.01 -1.12
H 0.00 1.06 2.92
H -0.40 -0.57 -1.46
O -2.61 -0.83 -3.51
H 0.83 -1.95 -0.17
H -0.62 2.35 2.13
H 1.03 2.01 2.04
*
```

Here are the natural (NBO) charges for atoms 1 to 5, given in e: atom 1 (C): -0.251, atom 2 (H): 0.217, atom 3 (N): -0.835, atom 4 (H): 0.254, atom 5 (H): 0.239

=====

No. 15
# C3H11N2O2S

A cluster of 2 separate species, C3H11N2O2S in total at a distorted geometry (wB97M-V/def2-TZVPD, OMol25).

Calculated values
HOMO = -0.465 hartree
Kohn-Sham gap = 9.42 eV
lowest unoccupied orbital energy = -3.24 eV

```
! wB97M-V def2-TZVPD RIJCOSX def2/J DEFGRID3
* xyz 1 1
S -0.24 0.11 2.54
H 1.26 -0.13 -1.60
H 0.95 -1.07 0.56
H -3.35 -0.85 -1.66
H 0.33 -0.93 3.23
C -1.41 -0.29 -1.38
O 2.53 0.52 1.07
C -0.46 0.42 -0.32
H -3.04 -0.39 0.03
C -0.04 -0.50 0.81
H -0.95 -1.33 0.92
O -0.94 -0.40 -2.53
N -2.65 -0.61 -0.99
N 0.85 0.70 -1.15
H 1.62 1.09 -0.51
H 2.94 1.22 1.53
H 2.89 -0.36 1.32
H -0.87 1.27 -0.01
H 0.58 1.51 -1.87
*
```

Here are the natural (NBO) charges for atoms 1 to 5, given in e: atom 1 (S): -0.020, atom 2 (H): 0.462, atom 3 (H): 0.241, atom 4 (H): 0.435, atom 5 (H): 0.161

=====

Asked for relative energy (zero: lowest compared OMol25 entry of this formula, charge and spin) across the records above, the calculation gives 53.2, 39.9, 23.5, 7.3, 26.8, 8.9, 65.2, 86.1, 26.8, 52.9, 117.6, 76.8, 33.0, 47.5, 52.9 kcal per mole in order.